Record 1
The following is a quantum chemistry calculation of an isolated molecule of C5H9N3, from the Open Molecules 2025 dataset.

Computed properties:
**Charge**: 0
**HOMO-LUMO gap**: 9.47 eV
**SMILES**: C[C@@]12C=NN[C@@H]1CN2
**Lowest unoccupied orbital energy**: 1.01 eV
**Spin multiplicity**: 1
**Highest occupied orbital energy**: -8.5 eV

Cartesian coordinates (Å):
C1 1.8581 -0.6859 0.4754
C2 0.5214 -0.1470 0.0655
C3 -0.0743 -1.4273 -0.5458
N1 -1.2985 -1.5280 -0.4171
N2 -1.8487 -0.3343 0.2042
C4 -0.7036 0.4915 0.7589
C5 -0.5008 1.6964 -0.1823
N3 0.6221 1.0545 -0.8698
H1 2.4306 0.1391 1.0017
H2 2.2418 -0.6017 -0.6423
H3 1.9032 -1.5933 1.1899
H4 0.2841 -2.4312 -1.0652
H5 -2.8975 -0.4901 0.7390
H6 -0.8058 0.6628 1.8229
H7 -1.3069 1.6420 -0.8025
H8 -0.5122 2.7409 0.1904
H9 0.0870 0.8115 -1.9229

***

Record 2
The following is a quantum chemistry calculation of C26H49N4O6S2Si2Sn as an isolated structure, from the Open Molecules 2025 dataset.

Computed properties:
**Charge**: +1
**HOMO-LUMO gap**: 7.83 eV
**Lowest unoccupied orbital energy**: -2.45 eV
**Spin multiplicity**: 1
**Highest occupied orbital energy**: -10.3 eV

Cartesian coordinates (Å):
Sn1 0.9253 -0.9978 -0.7510
C1 -1.3787 1.4263 1.3102
Si1 0.2111 0.8879 2.1856
C2 1.3824 2.3509 2.1479
C3 -0.3117 0.5451 3.9540
C4 1.0282 -0.6220 1.4461
Si2 2.7122 -1.0029 2.1600
C5 2.6832 -1.1213 4.0270
C6 3.9949 0.2756 1.6701
C7 3.2026 -2.6905 1.4920
H1 -1.5023 2.5085 1.4296
H2 -2.2681 0.9471 1.7369
H3 -1.3721 1.2046 0.2424
H4 0.8275 3.2906 2.2209
H5 1.9422 2.3607 1.2073
H6 2.1053 2.3224 2.9704
H7 -0.9669 1.3460 4.3130
H8 0.5463 0.4873 4.6297
H9 -0.8608 -0.3993 4.0399
H10 0.4255 -1.4872 1.7689
H11 2.5951 -0.1359 4.4974
H12 3.6059 -1.5828 4.3940
H13 1.8431 -1.7338 4.3716
H14 3.8696 1.2027 2.2367
H15 3.9031 0.5216 0.6096
H16 5.0084 -0.0925 1.8598
H17 2.4717 -3.4483 1.7980
H18 4.1839 -3.0120 1.8570
H19 3.2332 -2.6792 0.3961
C8 5.9012 -1.9792 -0.7838
N1 5.6013 -0.6527 -1.3112
C9 6.6728 0.3403 -1.3463
C10 4.3529 -0.3030 -1.6091
O1 3.3550 -1.0294 -1.4911
H20 6.8456 -2.3238 -1.2007
H21 5.1088 -2.6643 -1.0683
H22 5.9765 -1.9596 0.3052
H23 7.6226 -0.1664 -1.4941
H24 6.7238 0.9016 -0.4112
H25 6.5202 1.0345 -2.1703
H26 4.2660 0.7131 -2.0183
C11 0.7973 7.7433 0.0116
C12 0.5807 6.3371 -0.4767
C13 -0.7023 5.8432 -0.6998
C14 -0.8962 4.5494 -1.1629
C15 0.2093 3.7509 -1.4105
C16 1.4982 4.2120 -1.1873
C17 1.6737 5.5001 -0.7213
S1 -0.0740 2.1223 -2.0434
C18 0.4454 2.4039 -3.7334
O2 1.0208 1.2229 -1.4664
H27 -0.1473 8.2352 0.2379
H28 1.3133 8.3350 -0.7465
H29 1.4164 7.7545 0.9092
H30 -1.5609 6.4749 -0.4994
H31 -1.8998 4.1647 -1.3252
H32 2.3481 3.5618 -1.3614
H33 2.6775 5.8683 -0.5364
H34 1.4238 2.8824 -3.7209
H35 -0.2964 3.0426 -4.2159
H36 0.4910 1.4341 -4.2281
C19 -5.0266 -6.7813 -2.0665
C20 -4.7911 -5.8216 -0.9026
S2 -5.3628 -4.1978 -1.3706
O3 -4.3792 -3.6162 -2.2522
O4 -6.7329 -4.2859 -1.7943
C21 -5.3344 -3.3139 0.2041
C22 -5.1593 -1.7994 0.0959
N2 -3.8829 -1.3483 -0.4858
C23 -2.6700 -1.5292 0.0805
N3 -1.6986 -1.1129 -0.7253
C24 -2.3029 -0.6554 -1.8568
C25 -3.6430 -0.7776 -1.7231
N4 -4.6165 -0.4029 -2.7120
O5 -5.8017 -0.5317 -2.4590
O6 -4.1672 0.0615 -3.7427
C26 -2.4493 -2.0764 1.4515
H37 -4.6213 -7.7626 -1.8263
H38 -4.5391 -6.4169 -2.9716
H39 -6.0918 -6.8829 -2.2683
H40 -3.7322 -5.7063 -0.6632
H41 -5.3538 -6.1057 -0.0095
H42 -4.5595 -3.7834 0.8139
H43 -6.3154 -3.5233 0.6346
H44 -5.2276 -1.3734 1.0941
H45 -5.9569 -1.3778 -0.4969
H46 -1.7598 -0.2681 -2.7040
H47 -3.3781 -2.1891 2.0064
H48 -1.8013 -1.3964 2.0041
H49 -1.9496 -3.0468 1.4004

***

> Which value of lowest unoccupied orbital energy does entry 1 give?

1.01 eV

***

> Which value of HOMO-LUMO gap does entry 2 give?

7.83 eV

***

> Look up the HOMO-LUMO gap of the second one.

7.83 eV

***

> lowest unoccupied orbital energy of number 2 (C26H49N4O6S2Si2Sn)?

-2.45 eV